(1)
{"formula": "C4H5N3O", "method": "ωB97M-V/def2-TZVPD", "multiplicity": 1, "gap_ev": 8.5572, "e_homo_ev": -8.90, "de_lowest_kj_mol": 680.9, "lumo_energy_ev": -0.35, "elements": ["C", "C", "C", "C", "H", "H", "H", "H", "H", "N", "N", "N", "O"], "positions_angstrom": [[2.628, 0.378, 0.269], [0.461, -0.384, -0.189], [-1.919, -0.905, 0.130], [-2.172, 0.453, 0.314], [3.558, -0.161, -0.497], [2.562, 0.524, 1.526], [2.238, 1.559, -0.276], [-2.799, -1.672, 0.281], [-3.191, 1.122, 0.381], [-0.603, -1.236, -0.219], [-1.051, 1.369, -0.226], [0.150, 0.943, -0.204], [1.773, -0.770, -0.002]], "forces_ev_per_angstrom": [[1.2, 1.2, -1.4], [-4.0, -0.8, 1.8], [1.0, 1.4, 0.1], [1.0, 3.0, -3.1], [-1.7, 2.5, 3.4], [1.1, -0.4, -3.7], [1.2, -4.2, 1.7], [2.4, 1.1, -0.6], [2.8, -2.3, 0.1], [0.9, -1.1, 0.9], [-2.9, -1.9, 3.0], [0.5, 0.1, -1.4], [-3.5, 1.5, -0.8]]}

---

(2)
{"formula": "C18H25N3O7", "method": "ωB97M-V/def2-TZVPD", "multiplicity": 1, "gap_ev": 8.0294, "e_homo_ev": -8.23, "de_lowest_kj_mol": 0.0, "smiles": "COC(CNC(=O)c1ccc(N2CCC3(CC2)OCCO3)c([N+](=O)[O-])c1)OC", "lumo_energy_ev": -0.20, "elements": ["C", "O", "C", "C", "N", "C", "O", "C", "C", "C", "C", "N", "C", "C", "C", "C", "C", "O", "C", "C", "O", "C", "N", "O", "O", "C", "O", "C", "H", "H", "H", "H", "H", "H", "H", "H", "H", "H", "H", "H", "H", "H", "H", "H", "H", "H", "H", "H", "H", "H", "H", "H", "H"], "positions_angstrom": [[-8.131, -1.222, -1.313], [-7.458, -0.480, -0.315], [-6.077, -0.664, -0.305], [-5.463, 0.459, 0.552], [-4.034, 0.306, 0.630], [-3.185, 1.148, -0.014], [-3.551, 2.187, -0.524], [-1.754, 0.730, 0.004], [-1.336, -0.603, -0.007], [-0.002, -0.930, -0.055], [1.009, 0.052, -0.074], [2.320, -0.274, -0.225], [3.225, 0.459, -1.086], [4.556, 0.727, -0.392], [5.176, -0.602, 0.039], [4.161, -1.371, 0.905], [2.848, -1.566, 0.144], [6.376, -0.361, 0.734], [7.230, -1.458, 0.506], [6.726, -2.062, -0.822], [5.535, -1.362, -1.106], [0.568, 1.393, 0.018], [1.471, 2.478, 0.280], [2.415, 2.257, 1.015], [1.207, 3.566, -0.186], [-0.782, 1.717, 0.003], [-5.700, -1.949, 0.137], [-6.185, -2.317, 1.417], [-7.814, -0.901, -2.311], [-9.191, -1.018, -1.178], [-7.942, -2.294, -1.205], [-5.661, -0.614, -1.325], [-5.911, 0.440, 1.549], [-5.672, 1.422, 0.083], [-3.698, -0.586, 0.956], [-2.062, -1.403, -0.041], [0.274, -1.969, -0.130], [2.772, 1.391, -1.422], [3.422, -0.160, -1.973], [5.237, 1.233, -1.075], [4.410, 1.345, 0.493], [4.570, -2.344, 1.180], [3.988, -0.789, 1.810], [2.143, -2.085, 0.792], [3.040, -2.174, -0.751], [7.159, -2.184, 1.326], [8.251, -1.082, 0.444], [7.423, -1.896, -1.647], [6.525, -3.136, -0.730], [-1.077, 2.756, 0.032], [-7.219, -1.991, 1.549], [-5.568, -1.895, 2.217], [-6.135, -3.404, 1.458]], "forces_ev_per_angstrom": [[0.0, -0.1, 0.0], [0.2, 0.2, 0.2], [0.3, 0.4, -0.1], [-0.4, -0.2, -0.3], [-0.2, -0.4, 0.1], [0.1, -0.1, 0.2], [0.0, 0.3, -0.1], [0.4, -0.1, -0.1], [-0.1, 0.3, 0.1], [0.2, 0.0, 0.0], [-0.3, 0.3, -0.1], [0.1, -0.1, 0.1], [0.3, 0.3, -0.1], [0.2, -0.4, 0.0], [-0.5, 0.3, 0.2], [0.3, 0.0, -0.3], [0.1, -0.2, 0.2], [-0.2, 0.3, 0.0], [0.1, -0.3, 0.0], [0.3, -0.2, 0.1], [-0.3, 0.2, 0.0], [-0.9, -0.9, -0.2], [0.4, 0.5, 0.2], [0.1, 0.1, 0.1], [0.0, 0.2, -0.2], [0.0, 0.0, 0.0], [0.0, -0.1, -0.1], [-0.1, 0.0, 0.0], [0.0, 0.0, 0.0], [0.0, -0.1, -0.1], [0.0, 0.0, 0.0], [-0.1, 0.0, 0.2], [0.0, 0.1, -0.1], [0.0, -0.1, 0.1], [0.1, 0.1, 0.0], [-0.1, -0.1, 0.0], [0.1, -0.1, -0.1], [0.0, -0.1, 0.0], [-0.1, 0.1, 0.0], [0.1, 0.0, 0.0], [0.0, 0.0, -0.1], [0.1, -0.1, 0.0], [0.0, 0.0, 0.0], [0.0, 0.0, -0.1], [-0.1, -0.1, 0.1], [0.1, 0.1, -0.1], [-0.1, -0.1, 0.0], [0.0, -0.1, 0.1], [0.1, 0.1, 0.0], [0.0, 0.0, 0.0], [0.0, -0.1, 0.1], [0.0, 0.0, 0.0], [0.0, 0.0, 0.1]]}

---

(3)
{"formula": "C32H45Cl2N2PSc", "method": "ωB97M-V/def2-TZVPD", "multiplicity": 1, "gap_ev": 4.1065, "e_homo_ev": -1.88, "de_lowest_kj_mol": 0.0, "charge": -1, "lumo_energy_ev": 2.23, "elements": ["P", "C", "C", "C", "C", "C", "C", "C", "C", "C", "C", "C", "C", "C", "C", "C", "C", "C", "C", "H", "H", "H", "H", "H", "H", "H", "H", "H", "H", "H", "H", "H", "H", "H", "H", "H", "H", "H", "H", "H", "H", "H", "H", "H", "H", "H", "H", "H", "H", "H", "H", "H", "Sc", "Cl", "Cl", "C", "H", "C", "C", "C", "C", "C", "C", "H", "H", "H", "H", "H", "N", "C", "N", "C", "C", "C", "C", "C", "C", "H", "H", "H", "H", "H", "H"], "positions_angstrom": [[-0.222, 0.614, -0.991], [-1.862, 0.088, -1.710], [-2.338, 0.894, -2.920], [-3.780, 0.501, -3.268], [-3.957, -1.008, -3.472], [-3.358, -1.838, -2.330], [-1.921, -1.417, -1.997], [1.174, -0.017, -2.053], [1.073, 0.336, -3.536], [2.387, -0.045, -4.237], [2.779, -1.510, -4.017], [2.729, -1.930, -2.545], [1.416, -1.524, -1.867], [-0.164, 2.470, -1.125], [-1.304, 3.106, -0.310], [-1.278, 4.639, -0.346], [0.085, 5.213, 0.048], [1.240, 4.565, -0.719], [1.203, 3.030, -0.700], [-2.537, 0.291, -0.855], [-1.676, 0.693, -3.776], [-2.291, 1.974, -2.727], [-4.098, 1.045, -4.165], [-4.434, 0.825, -2.446], [-5.025, -1.238, -3.570], [-3.483, -1.302, -4.418], [-3.977, -1.714, -1.430], [-3.374, -2.902, -2.592], [-1.542, -1.988, -1.136], [-1.277, -1.647, -2.861], [2.047, 0.509, -1.623], [3.185, 0.600, -3.845], [0.865, 1.408, -3.677], [0.237, -0.220, -3.990], [2.297, 0.167, -5.308], [3.787, -1.679, -4.410], [2.104, -2.152, -4.597], [2.865, -3.015, -2.454], [3.558, -1.455, -2.003], [1.437, -1.787, -0.800], [0.585, -2.091, -2.308], [-0.316, 2.669, -2.202], [-2.289, 2.749, -0.647], [-1.217, 2.770, 0.733], [-1.542, 4.977, -1.357], [-2.053, 5.023, 0.330], [0.238, 5.061, 1.124], [0.091, 6.294, -0.125], [2.197, 4.903, -0.306], [1.207, 4.896, -1.766], [2.001, 2.643, -1.352], [1.440, 2.661, 0.309], [-0.028, -0.325, 1.911], [2.176, 0.437, 1.427], [-2.188, 0.638, 1.879], [-0.485, -2.266, 1.178], [-1.558, -2.438, 1.007], [0.263, -3.460, 1.209], [1.709, -3.431, 1.299], [2.443, -4.611, 1.329], [1.796, -5.858, 1.294], [0.391, -5.914, 1.221], [-0.365, -4.755, 1.168], [2.205, -2.450, 1.336], [3.534, -4.558, 1.381], [-0.104, -6.886, 1.202], [-1.454, -4.791, 1.101], [2.384, -6.775, 1.323], [1.349, -0.963, 5.893], [1.091, -1.345, 4.626], [0.371, -0.388, 4.010], [0.187, 0.666, 4.914], [-0.438, 1.911, 4.765], [-0.489, 2.747, 5.890], [0.083, 2.352, 7.113], [0.749, 1.118, 7.237], [0.785, 0.302, 6.117], [1.876, -1.496, 6.574], [1.432, -2.280, 4.193], [-0.869, 2.165, 3.796], [-0.984, 3.719, 5.822], [0.005, 3.018, 7.972], [1.221, 0.777, 8.158]], "forces_ev_per_angstrom": [[0.2, -0.8, 1.5], [0.3, 0.6, 0.1], [-0.2, -0.2, -0.1], [0.0, 0.1, 0.0], [0.1, 0.0, 0.0], [0.1, 0.2, 0.1], [-0.1, -0.1, -0.1], [-0.4, 0.4, 0.1], [0.3, -0.1, -0.1], [-0.1, 0.1, 0.0], [-0.1, -0.1, 0.0], [-0.1, 0.1, 0.1], [0.1, 0.0, 0.1], [-0.2, -0.1, -1.0], [0.1, 0.0, 0.2], [0.0, -0.2, -0.2], [0.0, -0.1, 0.1], [-0.1, -0.2, -0.2], [0.0, 0.0, 0.3], [0.1, -0.1, -0.3], [-0.2, 0.0, 0.1], [0.0, -0.2, 0.0], [-0.1, -0.1, 0.1], [0.1, 0.0, -0.1], [0.1, 0.0, -0.1], [0.0, 0.0, 0.1], [0.1, 0.0, -0.1], [-0.1, 0.1, 0.1], [0.0, 0.2, -0.2], [-0.2, 0.1, 0.1], [-0.2, -0.2, -0.1], [-0.1, 0.0, 0.0], [0.1, -0.2, 0.0], [0.2, 0.1, 0.1], [0.1, 0.0, 0.0], [-0.1, 0.0, -0.1], [0.0, 0.0, 0.0], [0.0, 0.1, 0.0], [-0.1, 0.0, 0.0], [-0.1, 0.1, -0.3], [0.2, 0.1, 0.1], [0.0, 0.4, 0.2], [0.3, 0.0, 0.1], [0.0, 0.1, -0.2], [0.1, 0.0, 0.0], [0.1, 0.0, -0.1], [0.0, 0.0, -0.1], [0.0, 0.0, 0.1], [-0.1, 0.0, -0.1], [0.0, 0.0, 0.0], [-0.2, 0.1, 0.1], [-0.1, 0.1, -0.2], [-0.9, -1.4, -3.0], [0.9, 0.2, 0.2], [-0.7, 0.4, 0.5], [0.2, 1.0, 0.7], [0.0, 0.0, 0.1], [0.2, 0.1, 0.1], [-0.3, -0.4, 0.1], [-0.4, 0.1, 0.1], [0.2, -0.2, 0.0], [0.2, 0.3, 0.0], [0.6, -0.1, -0.1], [-0.1, -0.4, -0.1], [-0.3, -0.1, 0.0], [0.1, 0.1, 0.0], [0.3, 0.0, 0.0], [-0.1, 0.2, 0.0], [0.2, 0.2, 0.7], [-1.3, 2.1, -0.3], [1.0, -1.1, 1.3], [0.3, -0.6, -0.1], [0.0, 0.1, 0.3], [0.1, -0.5, -0.5], [0.4, -0.7, 0.0], [-0.3, 0.6, 0.2], [0.2, -0.3, 0.0], [-0.2, 0.1, -0.3], [-0.2, 0.2, -0.1], [0.0, 0.1, 0.4], [0.2, -0.4, 0.0], [0.1, -0.2, -0.2], [-0.2, 0.3, -0.1]]}

---

(4)
{"formula": "C36H41BBe2Br3Cl3F9O15S3", "method": "ωB97M-V/def2-TZVPD", "multiplicity": 1, "gap_ev": 1.3267, "e_homo_ev": -9.45, "de_lowest_kj_mol": 0.0, "charge": 1, "lumo_energy_ev": -8.12, "elements": ["C", "C", "C", "C", "C", "C", "C", "C", "C", "C", "C", "O", "C", "C", "B", "O", "O", "C", "C", "C", "C", "C", "C", "C", "F", "F", "C", "F", "F", "S", "F", "F", "F", "F", "F", "C", "C", "C", "O", "H", "H", "H", "H", "H", "H", "H", "H", "H", "H", "H", "H", "H", "H", "H", "H", "H", "H", "H", "H", "H", "H", "H", "H", "O", "S", "O", "O", "O", "O", "S", "O", "O", "C", "C", "C", "H", "H", "H", "H", "H", "H", "H", "H", "Be", "Be", "Br", "C", "Cl", "Cl", "Cl", "H", "Br", "C", "C", "Br", "H", "H", "H", "H", "C", "C", "C", "O", "C", "C", "C", "O", "O", "O", "H", "H", "H", "H"], "positions_angstrom": [[-3.302, 2.973, 5.410], [-3.759, 3.689, 4.147], [-2.734, 3.711, 3.004], [-1.287, 3.611, 3.481], [-2.965, 2.651, 1.943], [-3.971, 1.678, 2.002], [-4.132, 0.708, 1.010], [-3.266, 0.699, -0.083], [-2.267, 1.665, -0.163], [-2.121, 2.620, 0.828], [-1.341, 1.639, -1.315], [-0.996, 2.638, -1.878], [-0.951, 0.264, -1.689], [0.362, -0.079, -2.050], [1.542, 0.968, -2.035], [1.617, 1.900, -1.052], [2.554, 0.936, -2.971], [0.617, -1.417, -2.398], [-0.387, -2.389, -2.369], [-0.069, -3.821, -2.691], [0.594, -4.543, -1.492], [-0.397, -5.378, -0.673], [-0.980, -4.546, 0.464], [-1.905, -5.309, 1.398], [-2.007, -6.615, 1.113], [-1.404, -5.236, 2.664], [-3.320, -4.676, 1.552], [-3.233, -3.345, 1.611], [-3.852, -5.089, 2.703], [-4.586, -5.141, 0.204], [-4.607, -3.684, -0.393], [-5.765, -4.755, 1.176], [-4.586, -6.649, 0.799], [-3.425, -5.522, -0.799], [-5.630, -5.614, -0.856], [-1.683, -2.016, -1.995], [-1.964, -0.701, -1.643], [-3.311, -0.291, -1.183], [-4.320, -0.695, -1.667], [-2.570, 3.563, 5.945], [-4.140, 2.835, 6.081], [-2.875, 1.998, 5.202], [-3.914, 4.727, 4.429], [-4.720, 3.316, 3.825], [-2.779, 4.709, 2.502], [-1.048, 2.608, 3.807], [-0.595, 3.836, 2.679], [-1.104, 4.306, 4.290], [-4.648, 1.651, 2.835], [-4.916, -0.027, 1.075], [-1.295, 3.316, 0.706], [1.853, 2.773, -1.385], [2.453, 0.203, -3.603], [1.624, -1.705, -2.656], [-0.992, -4.327, -2.954], [0.605, -3.834, -3.539], [0.988, -3.786, -0.820], [1.441, -5.137, -1.808], [-1.168, -5.781, -1.315], [0.155, -6.188, -0.212], [-0.152, -4.179, 1.059], [-1.504, -3.674, 0.090], [-2.462, -2.762, -1.965], [2.660, -3.194, 2.370], [2.693, -2.764, 3.767], [1.365, -2.934, 4.363], [3.034, -1.347, 3.889], [3.701, -3.560, 4.465], [2.405, -1.071, -5.664], [2.247, -0.497, -6.977], [0.978, -0.581, -7.634], [3.373, -1.050, -7.928], [3.529, -2.490, -8.047], [2.462, -3.107, -8.924], [2.799, 1.177, -6.994], [3.548, -2.937, -7.052], [4.515, -2.630, -8.483], [1.480, -3.035, -8.460], [2.680, -4.160, -9.099], [2.409, -2.594, -9.883], [3.773, 1.225, -6.514], [2.066, 1.766, -6.442], [2.854, 1.515, -8.025], [-5.648, -7.783, 2.490], [-2.037, 5.102, 0.635], [0.564, 1.389, -4.569], [2.511, 3.085, 4.971], [1.441, 4.021, 6.019], [2.641, 1.426, 5.516], [1.944, 3.141, 3.291], [3.492, 3.540, 5.017], [-0.546, -3.094, -10.871], [-1.384, -2.517, -9.213], [-2.875, -2.373, -9.359], [-3.351, -0.758, -10.331], [-0.899, -1.591, -8.924], [-1.149, -3.291, -8.485], [-3.341, -2.273, -8.382], [-3.323, -3.203, -9.894], [4.177, 7.347, 9.496], [3.784, 6.757, 8.360], [4.766, 6.082, 7.432], [4.331, 5.547, 6.425], [6.171, 6.104, 7.780], [6.565, 6.698, 8.916], [5.583, 7.349, 9.856], [6.030, 7.847, 10.871], [7.825, 6.762, 9.307], [2.513, 6.728, 7.976], [3.483, 7.831, 10.169], [6.867, 5.632, 7.101], [7.827, 7.240, 10.160], [2.466, 6.250, 7.129]], "forces_ev_per_angstrom": [[-0.1, -0.2, -0.1], [0.4, 0.8, 0.2], [0.1, -0.8, 0.0], [-0.3, 0.1, 0.0], [-0.3, -0.1, -0.2], [0.2, 0.0, -0.2], [0.5, 0.5, -0.3], [0.0, 0.4, 0.7], [-0.3, 0.0, 0.3], [-0.6, 0.0, -0.1], [-0.3, -0.3, -0.2], [0.6, 0.9, -0.2], [-0.2, -0.5, 0.0], [0.0, -0.3, -0.6], [0.7, 0.3, 0.2], [-0.6, 0.2, 0.0], [0.1, -0.6, 0.3], [-0.7, -0.1, 0.1], [0.3, 0.3, -0.1], [0.3, 0.2, 0.5], [-0.5, 0.3, 0.1], [0.5, 0.2, 0.2], [-0.2, -0.2, -0.4], [0.4, 0.6, 0.4], [-0.1, -0.2, -0.1], [0.1, 0.0, 0.1], [-0.4, -0.4, 0.2], [0.1, 0.2, -0.1], [-0.1, -0.1, 0.0], [0.0, 0.0, 0.5], [0.0, 0.2, -0.2], [-0.2, 0.1, 0.1], [0.1, 0.2, -0.4], [0.2, -0.1, -0.3], [-0.1, 0.1, -0.2], [0.3, 0.4, -0.1], [0.8, -0.1, -0.1], [0.6, 0.3, 0.3], [-1.2, -0.8, -0.3], [0.3, 0.0, 0.1], [-0.2, 0.0, 0.1], [0.1, -0.2, 0.0], [-0.3, 0.2, 0.0], [-0.2, 0.0, -0.2], [-0.4, 0.1, -0.1], [0.0, -0.2, 0.2], [0.2, 0.2, -0.2], [0.2, 0.1, 0.2], [-0.1, 0.0, 0.2], [-0.2, -0.1, 0.0], [0.6, -0.2, 0.2], [0.5, -0.1, 0.2], [0.3, 0.1, -0.1], [0.2, -0.1, -0.1], [-0.1, -0.2, -0.2], [0.0, -0.1, -0.3], [0.4, 0.1, 0.0], [0.0, -0.2, -0.2], [-0.1, -0.3, -0.1], [-0.1, -0.4, 0.0], [0.1, 0.1, 0.3], [-0.1, 0.2, -0.1], [-0.2, 0.0, -0.1], [-0.2, -0.2, 0.2], [-0.1, -0.2, -0.1], [-0.1, 0.2, -0.3], [0.1, 0.0, 0.3], [0.2, 0.2, -0.2], [-0.1, 0.0, 0.0], [0.5, 0.4, -0.4], [-0.2, -0.1, 0.3], [0.1, -0.2, 0.1], [0.0, -0.5, -0.1], [-0.1, 0.2, 0.1], [0.0, 0.0, 0.0], [-0.1, 0.1, 0.1], [0.0, 0.2, 0.0], [0.0, 0.0, 0.0], [0.1, 0.0, 0.0], [0.0, 0.0, 0.0], [0.0, 0.0, 0.0], [0.2, 0.0, -0.2], [0.0, -0.1, 0.0], [-0.2, -0.3, 0.4], [-0.2, -0.1, -0.2], [-1.4, 0.2, 0.2], [0.1, 0.0, 0.0], [-0.2, 0.0, 0.0], [0.0, 0.0, 0.0], [0.3, 0.0, 0.0], [0.0, 0.1, 0.0], [-0.1, 0.0, 0.0], [0.1, -0.1, -0.1], [-0.1, 0.2, 0.0], [0.0, 0.0, 0.0], [0.0, 0.0, 0.0], [0.0, 0.0, 0.0], [0.0, 0.0, 0.0], [0.0, 0.0, 0.0], [0.0, 0.1, 0.1], [-0.1, 0.1, 0.1], [0.3, -0.1, 0.0], [-0.2, 0.1, 0.0], [0.0, -0.1, -0.1], [0.1, -0.1, -0.1], [-0.3, 0.1, 0.0], [0.1, 0.0, 0.0], [0.0, 0.0, 0.0], [0.0, 0.0, -0.1], [0.0, 0.0, 0.0], [0.0, 0.0, 0.0], [0.0, 0.0, 0.0], [0.2, -0.1, -0.1]]}